1.
102
Properties=species:S:1:pos:R:3:lowdin_charge:R:1 method="wB97M-V/def2-TZVPD" gap_ev=3.81 total_charge=-1 spin_multiplicity=1 lumo_ev=-1.10
C -0.347 2.031 2.189 -0.11
C -1.098 3.314 2.791 -0.43
C -0.856 4.616 1.916 -0.10
C -2.617 3.015 3.143 -0.33
B -3.662 3.127 1.890 -1.47
Br -5.508 3.468 2.731 0.36
I -3.864 1.242 0.728 0.62
H -0.696 1.769 1.156 0.04
H 0.768 2.247 2.204 0.07
H -0.604 1.182 2.896 0.07
H -0.575 3.501 3.785 0.11
H -1.725 5.321 1.867 0.07
H -0.490 4.281 0.898 0.07
H 0.015 5.185 2.404 0.06
H -2.665 1.935 3.504 0.07
H -3.012 3.647 4.000 0.07
H -3.434 4.015 1.138 -0.03
C -6.912 -3.369 2.027 -0.13
O -6.184 -4.231 1.147 -0.27
P -5.105 -3.411 0.081 0.74
O -6.039 -3.535 -1.119 -0.27
O -4.042 -4.660 0.163 -0.29
C -4.501 -5.991 -0.005 -0.12
O -3.938 -2.446 -0.701 -0.32
C -3.334 -2.940 -1.884 -0.12
H -7.584 -3.977 2.632 0.08
H -6.223 -2.841 2.689 0.08
H -7.499 -2.648 1.451 0.09
H -5.359 -6.043 -0.677 0.09
H -4.762 -6.415 0.966 0.08
H -3.686 -6.580 -0.430 0.08
H -4.057 -3.407 -2.553 0.09
H -2.546 -3.653 -1.633 0.07
H -2.879 -2.093 -2.400 0.10
C 5.404 -3.194 2.627 -0.15
O 4.372 -2.343 3.127 -0.27
P 2.801 -2.678 2.491 0.73
O 2.841 -1.503 1.518 -0.26
O 2.112 -2.280 3.924 -0.29
C 2.489 -1.078 4.583 -0.11
O 1.316 -3.311 1.937 -0.31
C 0.176 -2.463 1.976 -0.12
H 6.353 -2.882 3.061 0.08
H 5.209 -4.230 2.915 0.08
H 5.465 -3.116 1.537 0.08
H 2.773 -0.297 3.875 0.09
H 3.315 -1.278 5.268 0.08
H 1.636 -0.729 5.166 0.09
H 0.400 -1.451 1.639 0.08
H -0.233 -2.434 2.988 0.09
H -0.579 -2.889 1.313 0.09
C -0.778 -3.673 -8.169 -0.14
O 0.213 -3.738 -7.139 -0.27
P -0.344 -4.417 -5.654 0.75
O -0.484 -3.059 -4.976 -0.25
O 1.129 -5.093 -5.404 -0.29
C 2.303 -4.312 -5.571 -0.11
O -0.979 -5.325 -4.355 -0.30
C -0.341 -5.216 -3.092 -0.13
H -0.337 -3.202 -9.047 0.09
H -1.107 -4.679 -8.437 0.08
H -1.633 -3.078 -7.835 0.09
H 2.131 -3.262 -5.327 0.08
H 2.662 -4.402 -6.598 0.08
H 3.071 -4.706 -4.903 0.09
H -0.081 -4.186 -2.848 0.09
H 0.554 -5.841 -3.068 0.08
H -1.039 -5.585 -2.339 0.08
C -2.193 2.268 -2.662 -0.14
O -1.345 1.506 -3.534 -0.26
P -0.143 2.420 -4.358 0.74
O -0.915 2.433 -5.675 -0.28
O 0.910 1.167 -4.261 -0.29
C 0.488 -0.144 -4.613 -0.13
O 1.113 3.451 -4.889 -0.30
C 1.857 3.058 -6.026 -0.15
H -2.930 1.599 -2.222 0.03
H -1.598 2.711 -1.862 0.07
H -2.709 3.053 -3.224 0.08
H -0.280 -0.133 -5.389 0.09
H 0.112 -0.656 -3.727 0.08
H 1.354 -0.693 -4.986 0.08
H 1.221 2.661 -6.818 0.08
H 2.607 2.315 -5.745 0.08
H 2.372 3.942 -6.405 0.08
C 1.639 7.510 5.108 -0.13
O 2.766 6.726 5.514 -0.28
P 3.394 5.692 4.285 0.75
O 2.718 4.490 4.936 -0.26
O 4.918 5.914 4.852 -0.29
C 5.166 5.864 6.248 -0.12
O 3.996 4.750 2.996 -0.30
C 4.815 3.638 3.308 -0.14
H 1.300 8.100 5.959 0.09
H 1.925 8.188 4.301 0.08
H 0.824 6.860 4.775 0.08
H 4.482 5.183 6.759 0.09
H 5.081 6.866 6.673 0.08
H 6.188 5.513 6.399 0.09
H 4.429 3.066 4.152 0.08
H 5.834 3.968 3.519 0.08
H 4.837 2.989 2.431 0.09


2.
86
Properties=species:S:1:pos:R:3:lowdin_charge:R:1 method="wB97M-V/def2-TZVPD" gap_ev="8.55 / 2.96" total_charge=+1 spin_multiplicity=2 lumo_ev="-3.13 / -8.71"
O -7.625 -18.340 13.221 -0.30
V -9.154 -18.330 12.794 0.86
O -9.292 -17.937 11.234 -0.29
B -9.626 -16.182 13.602 -0.38
H -8.706 -16.105 13.043 -0.02
H -9.705 -15.232 14.109 0.01
H -10.489 -16.305 12.967 0.00
H -9.569 -16.998 14.305 -0.04
C -10.262 -20.650 15.108 -0.08
O -9.560 -19.397 14.903 -0.16
H -9.764 -21.337 15.792 0.09
H -11.262 -20.534 15.526 0.09
H -10.477 -21.128 14.152 0.07
H -9.477 -18.964 15.756 0.10
C -7.657 -22.652 12.050 -0.06
C -7.543 -21.151 11.914 -0.40
C -7.052 -20.786 10.453 -0.02
O -8.852 -20.522 12.051 -0.11
H -6.713 -23.154 12.262 0.10
H -8.147 -23.085 11.178 0.09
H -8.343 -22.977 12.832 0.08
H -6.796 -20.888 12.662 0.14
H -6.025 -21.149 10.403 0.08
H -6.992 -19.722 10.228 0.06
H -7.639 -21.261 9.667 0.08
H -9.442 -21.124 11.590 0.11
C -6.560 -16.722 16.109 0.05
C -7.310 -15.422 16.535 -0.35
C -7.056 -14.180 15.692 0.02
O -8.696 -15.662 16.477 0.27
H -6.671 -16.808 15.028 0.08
H -6.984 -17.613 16.572 0.10
H -5.536 -16.786 16.476 0.12
H -7.062 -15.279 17.586 0.16
H -7.636 -13.327 16.045 0.11
H -7.330 -14.413 14.662 0.08
H -6.013 -13.869 15.743 0.12
H -8.879 -15.743 15.538 0.04
C -13.540 -20.108 12.827 -0.02
C -12.633 -19.255 11.851 -0.42
C -13.355 -18.170 11.149 -0.04
O -11.519 -18.735 12.624 -0.13
H -14.491 -20.369 12.364 0.08
H -13.836 -19.440 13.635 0.08
H -13.110 -21.010 13.262 0.07
H -12.170 -19.968 11.169 0.12
H -14.254 -18.548 10.662 0.09
H -12.744 -17.650 10.410 0.09
H -13.733 -17.413 11.836 0.09
H -11.910 -18.128 13.256 0.09
C -9.489 -15.837 8.389 -0.06
C -8.042 -16.010 7.993 -0.45
C -7.431 -17.476 8.215 -0.02
O -7.771 -15.586 6.655 -0.04
H -9.726 -16.262 9.365 0.06
H -10.128 -16.267 7.618 0.08
H -9.765 -14.787 8.480 0.08
H -7.448 -15.394 8.668 0.09
H -7.608 -18.161 7.386 0.07
H -7.861 -17.926 9.109 0.03
H -6.349 -17.428 8.336 0.07
H -8.055 -14.671 6.589 0.08
C -6.836 -13.924 11.002 -0.06
C -5.772 -13.973 12.073 -0.47
C -5.244 -15.415 12.247 -0.04
O -4.589 -13.232 11.733 -0.05
H -7.421 -13.004 10.990 0.09
H -7.557 -14.734 11.115 0.07
H -6.526 -14.082 9.969 0.07
H -6.241 -13.596 12.982 0.11
H -4.631 -15.367 13.147 0.07
H -4.673 -15.710 11.367 0.09
H -6.043 -16.140 12.405 0.05
H -4.438 -13.479 10.817 0.08
C -11.908 -21.096 6.370 -0.06
C -11.141 -20.850 7.709 -0.43
C -11.162 -19.379 8.127 -0.05
O -11.879 -21.613 8.722 -0.08
H -11.793 -22.121 6.018 0.08
H -11.481 -20.492 5.570 0.08
H -12.983 -20.947 6.474 0.08
H -10.116 -21.205 7.608 0.13
H -10.777 -19.449 9.144 0.06
H -12.181 -18.994 8.174 0.08
H -10.500 -18.739 7.544 0.07
H -12.764 -21.647 8.350 0.06


3.
95
Properties=species:S:1:pos:R:3:lowdin_charge:R:1 method="wB97M-V/def2-TZVPD" gap_ev="5.22 / 3.41" total_charge=+1 spin_multiplicity=3 lumo_ev="-5.68 / -7.49"
Ni 27.102 -24.274 -8.690 1.12
P 26.557 -21.496 -6.383 0.28
F 26.003 -20.801 -7.707 -0.15
F 27.009 -22.766 -7.291 -0.18
F 27.963 -20.699 -6.814 -0.16
F 27.269 -22.192 -5.106 -0.11
F 25.871 -20.275 -5.510 -0.13
F 25.190 -22.359 -6.169 -0.15
C 31.205 -17.451 -7.494 -0.17
C 31.087 -15.996 -7.906 -0.16
C 29.607 -15.731 -7.913 -0.22
O 29.149 -16.960 -8.387 -0.16
C 29.883 -18.051 -7.882 -0.20
H 31.422 -17.531 -6.428 0.11
H 32.005 -17.916 -8.070 0.11
H 31.360 -15.986 -8.961 0.12
H 31.670 -15.250 -7.366 0.12
H 29.327 -14.897 -8.557 0.14
H 29.219 -15.492 -6.923 0.13
H 30.083 -18.781 -8.667 0.12
H 29.463 -18.475 -6.970 0.09
C 23.242 -20.145 -9.032 -0.20
O 23.484 -20.643 -7.797 -0.12
H 23.752 -19.228 -9.326 0.08
H 23.549 -20.905 -9.751 0.05
H 22.162 -20.008 -9.064 0.09
H 24.317 -20.362 -7.413 0.03
C 26.822 -21.843 -10.529 -0.14
O 26.427 -23.120 -10.294 -0.11
H 26.053 -21.080 -10.649 0.11
H 27.433 -21.450 -9.716 0.08
H 27.490 -21.758 -11.386 0.11
H 25.667 -23.183 -10.877 0.14
C 29.667 -19.690 -4.488 -0.18
O 30.222 -20.782 -5.133 -0.12
H 28.578 -19.720 -4.497 0.07
H 30.147 -19.616 -3.512 0.10
H 29.950 -18.773 -5.005 0.05
H 29.646 -20.839 -5.899 0.01
C 30.020 -23.265 -8.097 -0.06
O 28.925 -23.402 -8.961 -0.17
H 30.751 -23.941 -8.540 0.11
H 30.334 -22.221 -8.072 0.11
H 29.774 -23.519 -7.066 0.11
H 29.322 -23.159 -9.800 0.13
C 23.915 -24.055 -8.626 -0.09
O 25.027 -24.911 -8.622 -0.13
H 23.185 -24.363 -9.374 0.11
H 23.305 -24.031 -7.723 0.11
H 24.221 -23.040 -8.882 0.07
H 24.752 -25.799 -8.383 0.13
C 25.864 -18.352 -3.007 -0.19
O 25.631 -17.375 -2.031 -0.11
H 26.575 -17.979 -3.743 0.07
H 26.246 -19.216 -2.462 0.09
H 25.047 -18.564 -3.697 0.06
H 25.956 -16.503 -2.267 0.08
C 25.855 -17.607 -7.566 -0.14
O 26.301 -16.276 -7.868 -0.13
H 26.526 -18.163 -6.912 0.05
H 24.882 -17.371 -7.134 0.10
H 25.905 -18.170 -8.498 0.06
H 27.222 -16.267 -8.140 0.03
C 24.786 -24.637 -4.422 -0.05
O 24.831 -25.529 -3.219 -0.17
C 24.481 -24.921 -2.031 -0.24
C 24.194 -26.002 -0.971 -0.16
O 25.298 -26.953 -0.925 -0.18
C 24.990 -28.068 -0.147 -0.14
H 25.570 -23.881 -4.468 0.06
H 23.794 -24.185 -4.439 0.08
H 24.654 -25.288 -5.287 0.07
H 23.682 -24.181 -2.078 0.11
H 25.310 -24.312 -1.671 0.13
H 23.353 -26.610 -1.306 0.12
H 23.878 -25.472 -0.073 0.11
H 25.914 -28.509 0.225 0.08
H 24.495 -28.845 -0.730 0.09
H 24.434 -27.804 0.752 0.09
C 23.067 -21.217 -3.459 -0.12
O 22.167 -21.862 -2.589 -0.20
C 21.844 -21.194 -1.359 -0.16
C 21.110 -22.117 -0.324 -0.15
O 22.105 -22.958 0.367 -0.20
C 21.515 -23.901 1.258 -0.12
H 23.188 -21.647 -4.453 0.07
H 24.078 -21.381 -3.086 0.08
H 22.928 -20.137 -3.518 0.09
H 21.220 -20.340 -1.623 0.12
H 22.737 -20.864 -0.828 0.12
H 20.405 -22.754 -0.858 0.12
H 20.445 -21.579 0.352 0.12
H 20.867 -23.443 2.005 0.08
H 22.232 -24.568 1.736 0.08
H 20.838 -24.577 0.734 0.08